Entry from the Open Molecules 2025 dataset: the molecule C5H8N2S (ωB97M-V with the def2-TZVPD basis set).

SMILES ... N[C@@H]1C=CCSN=C1
Strongest force on any atom ... 7.15 eV/A
LUMO energy ... -0.04 eV
Charge ... 0
Energy above the lowest of the compared OMol25 structures with the same formula, charge and spin ... 122.7 kcal per mole

Structure (XYZ):
```
16
C5H8N2S | the Open Molecules 2025 dataset | ωB97M-V with the def2-TZVPD basis set
N -1.6325 1.2081 1.1939
C -1.5191 -0.1797 0.4122
C -0.4708 -0.8703 1.4501
C 0.7960 -1.1905 1.1050
C 1.5231 -1.0563 -0.2149
S 1.4092 0.6677 -0.7430
N -0.2800 0.5590 -1.6369
C -1.3305 -0.0451 -1.0171
H -0.5773 1.4904 1.5627
H -1.9566 1.9331 0.5385
H -2.4560 -0.5584 0.9056
H -0.7929 -0.8654 2.5931
H 1.4826 -1.4067 2.0307
H 2.6274 -1.4755 -0.4139
H 0.6825 -1.6460 -1.0205
H -2.1617 -0.4738 -1.6182
```